The following is a DFT calculation (wB97M-V/def2-TZVPD) of C19H21ClN2O3S in the gas phase at a distorted geometry.

Calculated values
Total energy (eV): -52524.8361
Energy above the lowest of the compared OMol25 structures with the same formula, charge and spin (kJ/mol): 50.4
Maximum force (eV/A): 1.06
E_LUMO (hartree): 0.01402
SMILES: C[C@H]1CCCN(C(=O)c2ccc(S(=O)(=O)Nc3ccccc3Cl)cc2)C1
Highest occupied orbital energy (hartree): -0.3332
Gap between HOMO and LUMO (eV): 9.4

Atoms and positions in Å:
C (-0.058422, 3.212999, 1.699747)
C (-1.199242, 3.720576, 0.823228)
C (-0.660543, 4.609123, -0.307295)
C (-1.642967, 4.632152, -1.473677)
C (-1.706150, 3.237273, -2.101103)
N (-1.500255, 2.208829, -1.094749)
C (-0.678047, 1.178683, -1.379137)
O (-0.125087, 1.048921, -2.457693)
C (-0.489802, 0.139552, -0.310679)
C (-1.554517, -0.654143, 0.108689)
C (-1.337216, -1.678479, 1.013148)
C (-0.061493, -1.890269, 1.498226)
S (0.241537, -3.333577, 2.510955)
O (1.481114, -3.189303, 3.206037)
O (-0.934860, -3.692915, 3.240167)
N (0.422873, -4.512328, 1.313480)
C (1.321172, -4.214442, 0.287635)
C (2.672402, -4.056086, 0.578824)
C (3.571373, -3.740988, -0.423143)
C (3.139396, -3.586896, -1.730327)
C (1.798672, -3.739719, -2.038644)
C (0.900068, -4.041780, -1.032314)
Cl (-0.787625, -4.188392, -1.405399)
C (1.007814, -1.120170, 1.086775)
C (0.791623, -0.105212, 0.171002)
C (-2.000161, 2.547406, 0.215017)
H (0.514638, 4.049383, 2.093222)
H (-0.441362, 2.634870, 2.537835)
H (0.610470, 2.578147, 1.123116)
H (-1.883449, 4.306509, 1.445177)
H (-0.483176, 5.618211, 0.065460)
H (0.293029, 4.210776, -0.660802)
H (-1.326810, 5.352461, -2.228096)
H (-2.626778, 4.938583, -1.113157)
H (-2.672856, 3.075547, -2.592528)
H (-0.918912, 3.108372, -2.848086)
H (-2.543371, -0.482741, -0.290436)
H (-2.139452, -2.314228, 1.354106)
H (-0.488691, -4.797614, 0.976930)
H (2.986036, -4.170346, 1.603626)
H (4.616072, -3.619277, -0.181850)
H (3.840799, -3.343932, -2.512909)
H (1.445697, -3.610517, -3.049599)
H (1.987363, -1.327642, 1.486003)
H (1.616513, 0.491993, -0.186986)
H (-3.052775, 2.828273, 0.105565)
H (-1.944643, 1.682355, 0.874636)

Forces on the atoms, in the same order (eV/Å):
-0.3 0.1 0.0
0.2 -0.1 0.0
-0.3 0.1 0.0
0.2 -0.1 0.1
0.0 0.1 -0.4
-0.1 0.1 -0.1
0.0 -0.2 0.0
0.2 -0.1 -0.1
0.1 -0.3 0.0
0.2 0.0 0.0
-0.2 0.0 0.0
0.1 -0.4 0.5
-0.3 -0.1 -0.3
0.1 0.2 -0.3
-0.2 0.0 -0.3
-0.4 0.2 1.0
0.6 0.1 -0.6
0.0 -0.1 -0.1
0.0 0.0 0.0
0.0 0.0 0.0
0.0 0.0 0.0
0.1 0.0 0.2
-0.1 -0.1 -0.1
0.1 0.1 0.1
-0.1 0.0 0.0
-0.1 0.2 0.5
0.1 0.1 0.1
0.0 -0.1 0.1
0.1 -0.1 -0.1
0.0 0.0 0.0
0.1 0.0 0.0
0.1 0.0 0.0
-0.1 0.0 0.0
0.0 0.1 0.0
0.1 0.0 0.0
-0.2 0.0 0.1
-0.1 0.0 0.0
-0.2 0.0 0.0
-0.1 0.0 0.1
0.1 -0.1 0.1
0.1 0.0 0.0
0.1 0.0 -0.1
-0.1 0.0 -0.1
0.1 0.0 0.0
0.1 0.1 0.0
0.0 -0.1 0.1
-0.1 0.1 -0.1